Record 1
Density functional theory data (ωB97M-V/def2-TZVPD) for a molecular structure, C32H46BClF4OP4Pd.

Output
ΔE to the lowest compared entry with this formula, charge and spin in kcal per mole: 0.00
Gap between HOMO and LUMO (spin up / spin down) in eV: 6.704 / 5.355
HOMO energy (spin up / spin down) in Ha: -0.4475 / -0.5387

The geometry in ORCA input format:
```
! wB97M-V def2-TZVPD RIJCOSX def2/J DEFGRID3
* xyz 2 5
P -2.4368 -1.6290 0.2020
C -4.0834 -1.0145 0.5352
C -5.1482 -1.3098 -0.3391
H -4.9595 -1.8613 -1.2596
C -6.4377 -0.8981 -0.0089
H -7.2652 -1.1323 -0.6810
C -6.6714 -0.1982 1.1794
H -7.6850 0.1122 1.4386
C -5.6090 0.1041 2.0399
H -5.7855 0.6446 2.9677
C -4.3114 -0.2923 1.7179
H -3.4734 -0.0500 2.3684
C -2.2130 -1.9141 -1.5549
C -2.4887 -0.8612 -2.4451
H -2.9780 0.0452 -2.0771
C -2.1306 -0.9824 -3.7860
H -2.3216 -0.1518 -4.4660
C -1.5569 -2.1692 -4.2489
H -1.2948 -2.2684 -5.3022
C -1.3412 -3.2393 -3.3771
H -0.9293 -4.1817 -3.7426
C -1.6626 -3.1200 -2.0261
H -1.5262 -3.9629 -1.3417
C -2.0487 -3.0870 1.1785
C -3.0182 -4.1046 1.2959
H -3.9751 -4.0001 0.7815
C -2.7451 -5.2346 2.0640
H -3.4911 -6.0264 2.1411
C -1.5197 -5.3508 2.7323
H -1.3128 -6.2336 3.3381
C -0.5625 -4.3386 2.6271
H 0.3941 -4.4174 3.1444
C -0.8211 -3.2078 1.8521
H -0.0895 -2.4020 1.7833
Pd 0.6009 1.5019 0.7994
C 2.2816 0.9945 -0.4415
C 2.1410 -0.0772 -1.2191
H 3.1676 1.6352 -0.4126
C 0.8537 -0.8924 -1.0425
O 1.2439 -2.2037 -0.5694
H 0.4599 -2.7582 -0.4025
C -0.0003 -0.2068 -0.0551
H 0.2933 -0.9791 -1.9931
C -1.1013 -0.1881 0.6314
Cl -1.0282 2.7347 2.3184
P 1.9237 1.3284 2.7265
P 0.0382 3.4187 -0.4395
C 1.8423 2.6516 3.9552
H 0.7902 2.8308 4.1997
H 2.2711 3.5557 3.4854
H 2.4184 2.3643 4.8446
C 1.4267 -0.2172 3.5444
H 1.6990 -1.0653 2.9028
H 0.3391 -0.2034 3.6830
H 1.9337 -0.3029 4.5145
C 3.6991 1.1354 2.4234
H 4.1402 2.1279 2.2560
H 3.8426 0.5229 1.5284
H 4.1620 0.6561 3.2953
C 0.1918 5.0564 0.3136
H 1.2549 5.3070 0.4117
H -0.2542 5.0044 1.3124
H -0.3298 5.7946 -0.3095
C 1.0113 3.5589 -1.9641
H 1.0191 2.5952 -2.4843
H 2.0355 3.8276 -1.6754
H 0.5765 4.3326 -2.6101
C -1.6837 3.2476 -0.9912
H -2.3152 3.1706 -0.0987
H -1.7833 2.3330 -1.5891
H -1.9638 4.1236 -1.5904
P 3.3857 -0.7185 -2.3827
C 4.5824 0.5550 -2.7189
C 2.4837 -1.1827 -3.8612
H 4.8885 1.0564 -1.7920
H 4.1570 1.2938 -3.4115
H 5.4524 0.0781 -3.1904
H 1.6381 -1.8397 -3.6177
H 3.1712 -1.7118 -4.5344
H 2.1077 -0.2815 -4.3636
C 4.0994 -2.1718 -1.6261
H 4.8376 -1.8713 -0.8725
H 4.5838 -2.7762 -2.4041
H 3.2881 -2.7325 -1.1436
H -1.4106 0.5104 1.4163
F 3.5064 3.8087 0.2884
B 3.8347 4.7800 1.3037
F 2.7111 4.8461 2.2066
F 4.9733 4.3397 2.0115
F 4.0115 6.0361 0.7034
*
```

---

Record 2
Density functional theory data (ωB97M-V/def2-TZVPD) for a single C8H5NO molecule.

Output
ΔE to the lowest compared entry with this formula, charge and spin in kcal per mole: 107.40
Gap between HOMO and LUMO in eV: 8.217
HOMO energy in Ha: -0.3491

The geometry in ORCA input format:
```
! wB97M-V def2-TZVPD RIJCOSX def2/J DEFGRID3
* xyz 0 1
O -2.6822 -1.4688 -0.6022
C -2.0804 -0.3715 -0.1743
N -2.5405 0.8041 0.4240
C -1.4719 1.5985 0.0658
C -0.1560 0.8511 -0.3759
C 1.2290 1.2846 -0.3886
C 1.9516 0.1279 -0.2382
C 1.5539 -1.2734 0.1883
C 0.2244 -1.5992 0.2523
C -0.5472 -0.4287 -0.1986
H -1.4444 2.6502 0.8224
H 1.3725 2.4112 -0.6281
H 2.9932 0.2467 -0.0806
H 1.9381 -2.2532 0.3890
H -0.3401 -2.5795 0.5447
*
```

---

Number 1: E_tot -3699.514627 Ha. Number 2: E_tot -437.657948 Ha.